Entry 1:
Here is the ion C7H14N with charge +1 from the Open Molecules 2025 dataset. Energies are from wB97M-V/def2-TZVPD.

```
22
Properties=species:S:1:pos:R:3:forces:R:3
N -1.370905 -2.276567 -0.387443 0.53 0.15 -0.04
C -0.583464 2.165567 0.389984 0.02 1.39 -1.13
C -0.312746 -0.624314 1.106252 0.38 -1.35 0.65
C 0.614029 -0.058396 0.130449 0.75 0.65 0.45
C 0.495751 1.309191 -0.246649 -0.36 -0.32 0.61
C 1.431309 1.943982 -1.004831 -0.47 0.67 0.55
C -1.646252 -1.161134 0.470319 -0.20 0.74 -0.55
C 1.721388 -0.875311 -0.410617 -0.05 0.81 -0.44
H -0.427677 3.201101 0.064675 0.11 -0.12 -0.05
H 0.189886 -1.498874 1.526656 -0.16 -0.05 0.09
H 2.296667 -0.268685 -1.106668 0.07 -0.33 -0.14
H 2.496785 1.770779 -0.991554 0.00 -0.67 -0.70
H -0.419067 2.252611 1.459465 -0.24 -0.48 0.19
H -1.616940 2.005196 0.101181 -0.09 -0.67 0.35
H -0.516289 0.063400 1.922774 -0.23 0.29 -0.17
H 1.083244 2.869346 -1.446999 0.43 0.26 0.05
H -2.112567 -2.945203 -0.518227 -0.12 0.13 0.04
H -2.402181 -1.421459 1.206440 0.45 -0.13 0.42
H 1.318961 -1.733148 -0.948417 0.03 -0.32 0.12
H 2.397873 -1.208388 0.377265 -0.31 -0.30 0.21
H -2.054037 -0.276082 -0.024858 -0.28 -0.14 -0.33
H -0.977191 -1.987925 -1.270976 -0.26 -0.22 -0.17
```
Forces are in eV/Å.

Values from the calculation:
LUMO energy = -6.40 eV
energy relative to the best compared isomer or geometry (same formula, charge and spin) = 179.99 kJ/mol
net charge = +1
electronic energy = -329.53898 hartree
max |F| = 0.0349 hartree/bohr
highest occupied orbital energy = -13.2 eV
Kohn-Sham gap = 0.249 hartree

***

Entry 2:
Here is a structure of composition C7H14N2 from the Open Molecules 2025 dataset. Energies are from wB97M-V/def2-TZVPD.

```
23
Properties=species:S:1:pos:R:3:forces:R:3
N 0.386999 1.268015 -1.013642 -1.07 0.75 -0.21
N -0.449170 -0.239994 -2.570248 0.31 0.70 0.31
C -1.341441 0.428507 1.816524 0.25 0.21 0.21
C 1.706968 0.520384 1.429433 -0.44 0.48 0.12
C -0.717866 -0.418018 0.747213 1.99 1.71 -0.87
C 0.997913 0.052747 0.359542 -2.51 -3.78 2.74
C -1.388860 -1.406507 0.164571 0.55 -0.54 0.62
C -0.719225 0.681887 -1.743510 1.05 1.02 -2.34
C 1.646534 -1.018522 -0.479406 0.36 -0.11 0.09
H 0.969097 -1.577689 -1.117688 0.05 0.37 -0.22
H 1.350746 1.274654 2.116833 -0.58 -0.04 0.04
H 2.119724 -1.765211 0.154777 0.07 0.07 0.33
H 0.073330 1.941777 -0.318635 -0.12 -0.07 -0.24
H 2.447997 -0.552033 -1.059440 -0.21 -0.22 -0.20
H -1.167210 -0.420036 -3.264617 -0.43 -0.04 0.45
H -2.354769 0.118638 2.079842 0.08 -0.13 -0.11
H -0.939748 -2.103404 -0.531045 -0.02 0.26 -0.25
H -2.374223 -1.694446 0.523831 0.01 0.16 0.03
H -1.390529 1.489878 1.545962 0.02 -0.02 -0.13
H -0.721968 0.400074 2.716345 -0.07 -0.07 -0.02
H -1.590279 1.339035 -1.811556 -0.42 -0.51 0.54
H 1.000558 1.778934 -1.646250 0.23 -0.42 -0.06
H 2.455421 -0.098670 1.901165 0.89 0.22 -0.83
```
Forces are in eV/Å.

Values from the calculation:
LUMO energy = 0.71 eV
energy relative to the best compared isomer or geometry (same formula, charge and spin) = 512.38 kJ/mol
net charge = 0
electronic energy = -384.43674 hartree
max |F| = 0.1030 hartree/bohr
highest occupied orbital energy = -6.7 eV
Kohn-Sham gap = 0.273 hartree

***

Entry 3:
Here is a cluster of 3 separate species, C7H14N2 in total from the Open Molecules 2025 dataset. Energies are from wB97M-V/def2-TZVPD.

```
23
Properties=species:S:1:pos:R:3:forces:R:3
N -0.035678 -0.885843 -2.519928 0.92 0.54 -0.55
N -1.447507 -1.451566 0.755882 0.81 1.10 2.69
C 0.935098 0.475806 -0.071076 0.42 0.63 2.62
C 1.108595 1.765753 -0.375918 -0.31 -0.43 -0.18
C 2.042252 -0.537336 -0.147641 -0.22 -0.11 -0.20
C -1.587133 0.809853 -1.804756 0.32 0.23 -0.08
C -0.772970 -0.560437 3.047538 0.53 0.56 0.23
C -0.930226 -0.816949 1.615081 -2.37 -2.69 -0.95
C -0.625035 -0.316666 -1.560779 -2.46 -2.29 1.08
H 1.637773 -1.550337 -0.194858 0.04 -0.02 -0.09
H 2.664371 -0.487350 0.748219 0.01 0.05 0.00
H -1.038390 -0.996973 -0.514428 1.79 1.76 -2.58
H -1.426420 -1.208605 3.634369 0.03 0.02 -0.22
H 2.670608 -0.365984 -1.021125 0.03 -0.03 0.01
H 0.567516 -1.660601 -2.246787 -0.43 -0.20 0.17
H -1.006025 0.483191 3.262933 0.03 -0.05 0.05
H 0.327504 2.500640 -0.245527 -0.01 0.05 0.24
H -1.188914 1.497699 -2.548803 -0.09 0.07 -0.05
H -1.793437 1.346400 -0.879972 -0.03 0.09 0.03
H 0.264442 -0.735699 3.337547 -0.06 0.04 0.03
H 2.005136 2.106304 -0.877457 0.03 -0.06 -0.19
H -2.528550 0.396117 -2.169185 0.02 -0.04 -0.01
H 0.156990 0.192584 0.776669 1.01 0.79 -2.04
```
Forces are in eV/Å.

Values from the calculation:
LUMO energy = 0.30 eV
energy relative to the best compared isomer or geometry (same formula, charge and spin) = 452.95 kJ/mol
net charge = 0
SMILES = [H]/N=C/C.C=CC.CC#N
electronic energy = -384.45937 hartree
max |F| = 0.0721 hartree/bohr
highest occupied orbital energy = -7.8 eV
Kohn-Sham gap = 0.299 hartree

***

Entry 4:
Here is a cluster of 2 separate species, C7H14N2 in total from the Open Molecules 2025 dataset. Energies are from wB97M-V/def2-TZVPD.

```
23
Properties=species:S:1:pos:R:3:forces:R:3
N -2.349707 1.682727 0.281042 0.64 0.72 0.20
N -2.642297 -0.392015 0.869512 0.09 -0.38 1.35
C -2.132446 -0.419782 -0.389247 -0.14 0.09 -1.26
C 2.312461 -1.198596 0.444892 -1.19 -0.57 -0.68
C -1.974803 0.886620 -0.773634 -1.48 0.15 0.61
C -2.680354 0.900591 1.273440 -0.19 0.59 -0.97
C 1.623668 0.006213 -0.202223 -0.07 -0.68 -0.76
C 3.456264 -0.907636 1.395544 -0.48 -0.48 0.34
C -1.880553 1.457661 -2.140648 1.56 -0.94 -0.32
H 4.328222 -0.587335 0.832101 0.20 0.08 0.24
H -2.771911 1.325749 -2.744745 -0.36 0.57 0.25
H 1.536699 -1.831407 0.894606 0.06 0.30 0.49
H 1.084493 -0.286679 -1.112141 0.04 -0.33 0.12
H 3.653542 -1.810554 1.975915 0.48 -0.13 -0.27
H -1.393164 2.420447 -2.182704 -0.65 0.63 0.23
H -2.016070 -1.313049 -0.979433 -0.07 -0.14 0.21
H -1.147790 0.871427 -2.666957 0.44 -0.64 -0.49
H 2.600667 -1.867185 -0.374372 0.67 0.18 0.07
H 3.202576 -0.192894 2.180207 -0.08 0.40 -0.34
H -3.070360 -1.147828 1.375700 0.40 -0.19 -0.02
H 2.382039 0.676534 -0.599336 -0.10 0.65 0.48
H 0.829203 0.428512 0.407561 0.47 0.60 0.30
H -2.950387 1.298481 2.234923 -0.23 -0.48 0.22
```
Forces are in eV/Å.

Values from the calculation:
LUMO energy = 0.85 eV
energy relative to the best compared isomer or geometry (same formula, charge and spin) = 62.13 kJ/mol
net charge = 0
SMILES = Cc1c[nH]cn1.CCC
electronic energy = -384.60823 hartree
max |F| = 0.0360 hartree/bohr
highest occupied orbital energy = -8.6 eV
Kohn-Sham gap = 0.346 hartree

***

Entry 5:
Here is an isolated molecule of C7H14N2 from the Open Molecules 2025 dataset. Energies are from wB97M-V/def2-TZVPD.

```
23
Properties=species:S:1:pos:R:3:forces:R:3
N 0.058105 -2.572036 -0.538963 -0.11 -0.20 -0.12
N -0.294911 1.242053 2.304590 -0.29 -0.39 -0.64
C 0.251209 0.032531 -2.143604 0.22 -0.19 -0.06
C -0.260058 -0.946436 1.281443 0.33 0.22 0.22
C -0.629092 0.424632 1.245459 -0.06 -0.34 0.75
C 0.621073 -0.166265 -0.695466 -0.29 -0.40 -0.23
C 0.179485 -1.313030 0.013031 -0.14 0.70 -0.21
C 1.847787 0.596463 -0.264685 -0.30 0.19 0.23
C -1.786952 0.960277 0.432079 0.35 0.15 -0.26
H 2.147480 0.344100 0.753550 -0.07 0.01 -0.04
H -2.104469 0.248306 -0.326618 0.13 0.00 0.07
H -0.666962 2.179157 2.340306 0.21 -0.23 0.28
H -2.644168 1.160267 1.089344 0.15 -0.04 0.04
H -0.715186 -3.153778 -0.256438 0.07 0.10 -0.14
H 2.696537 0.362629 -0.923158 -0.07 0.00 0.01
H -0.644093 -0.530024 -2.421561 0.06 -0.01 0.03
H 0.400671 -2.707865 -1.476655 -0.09 -0.03 0.14
H -0.145530 -1.524502 2.193708 -0.06 0.05 0.12
H 1.057865 -0.245128 -2.834897 -0.02 0.05 -0.08
H -1.527409 1.899137 -0.068322 -0.06 0.00 0.01
H 0.039471 1.093807 -2.324015 0.04 -0.05 0.02
H 1.693389 1.680315 -0.317806 0.08 0.06 -0.02
H 0.425757 0.935390 2.938677 -0.10 0.34 -0.11
```
Forces are in eV/Å.

Values from the calculation:
LUMO energy = 0.97 eV
energy relative to the best compared isomer or geometry (same formula, charge and spin) = 199.59 kJ/mol
net charge = 0
SMILES = CC(C)=C(N)/C=C(\C)N
electronic energy = -384.55587 hartree
max |F| = 0.0160 hartree/bohr
highest occupied orbital energy = -6.7 eV
Kohn-Sham gap = 0.281 hartree

***

Entry 6:
Here is a cluster of 2 separate species, C7H14N2 in total from the Open Molecules 2025 dataset. Energies are from wB97M-V/def2-TZVPD.

```
23
Properties=species:S:1:pos:R:3:forces:R:3
N -2.170312 -0.230785 -0.558497 -1.21 1.39 2.25
N -1.579245 -1.648549 1.246521 -0.95 1.64 -2.68
C 0.636711 -2.450606 0.393798 0.60 -2.38 -1.54
C 2.292275 1.965583 -0.629431 2.02 3.83 2.16
C 1.951352 1.085315 0.541143 -1.40 0.15 2.00
C -0.943578 -0.739342 -0.783527 3.11 -1.52 0.08
C -0.579967 -1.691279 0.252666 -3.38 3.81 -0.08
C -2.506024 -0.783527 0.800120 -0.87 -0.44 -1.15
C 1.515796 3.328337 -0.883701 0.50 -1.94 -3.16
H 3.359321 2.354385 -0.591442 -0.83 -0.47 0.82
H 0.543249 3.073759 -1.492356 1.37 1.04 1.76
H 2.428555 1.454633 -1.499166 -0.58 -1.77 -2.63
H -2.512998 0.713881 -1.064023 0.87 -3.26 1.98
H -0.241879 -0.318509 -1.596616 -1.49 -0.98 1.28
H 2.201693 3.832541 -1.642941 -1.09 -0.36 0.74
H 0.619198 -3.347947 1.079727 -0.45 0.99 -0.91
H 0.755021 -2.757327 -0.682557 0.72 -0.48 1.09
H 1.385518 1.610718 1.405619 0.56 -0.48 -1.66
H 1.307623 0.268891 0.193562 0.07 0.15 0.39
H 1.506828 -1.899015 0.648078 0.74 0.80 0.37
H 2.776248 0.650937 1.125243 0.18 0.05 -0.77
H -3.595076 -0.768729 1.195330 2.25 0.36 -0.73
H 1.514212 4.000237 -0.041035 -0.75 -0.12 0.38
```
Forces are in eV/Å.

Values from the calculation:
LUMO energy = 0.72 eV
energy relative to the best compared isomer or geometry (same formula, charge and spin) = 243.81 kJ/mol
net charge = 0
SMILES = Cc1c[nH]cn1.CCC
electronic energy = -384.53903 hartree
max |F| = 0.0990 hartree/bohr
highest occupied orbital energy = -8.0 eV
Kohn-Sham gap = 0.322 hartree